Molecular formula: C3H7N3S
Method: DFT, wB97M-V/def2-TZVPD

structure (SMILES) = [H]/N=C(/NN)[C@@H]1CS1
frontier orbital gap = 9.73 eV
electronic energy = -680.900843 hartree
LUMO level = 0.74 eV
ΔE to the lowest compared entry with this formula, charge and spin = 213.7 kJ/mol

Bonds (Å) are listed after each position.
Positions of all 14 atoms, in Å:
1 H -1.08 2.21 0.03  N2 1.047
2 N -0.26 2.26 -0.62  H1 1.047, H4 1.059, N5 1.410
3 N 2.04 -0.41 0.05  C9 1.270, H13 1.000
4 H -0.60 1.99 -1.59  N2 1.059
5 N 0.77 1.44 -0.13  N2 1.410, C9 1.367, H10 1.014
6 C -0.46 -0.63 -0.17  C7 1.509, S8 1.799, C9 1.517, H12 1.058
7 C -0.94 -1.60 0.89  C6 1.509, S8 1.734, H11 1.068, H14 1.081
8 S -0.46 -2.38 -0.58  C6 1.799, C7 1.734
9 C 0.87 0.08 -0.04  N3 1.270, N5 1.367, C6 1.517
10 H 1.63 1.98 -0.12  N5 1.014
11 H -1.98 -1.68 1.10  C7 1.068
12 H -1.25 -0.14 -0.68  C6 1.058
13 H 2.04 -1.41 0.09  N3 1.000
14 H -0.32 -1.71 1.77  C7 1.081

These are the Mulliken partial charges, in e, on atoms 1 to 4:
1 H 0.27
2 N -0.73
3 N -0.76
4 H 0.26